1.
Density functional theory data (the ωB97M-V functional and the def2-TZVPD basis) for a molecular structure, C11H16LuN2O5.

Results
Strongest force on any atom in eV/A: 7.20
Total charge: +3
DFT total energy in eV: -58473.78026

Geometry as XYZ:
```
35
Properties=species:S:1:pos:R:3:mulliken_charge:R:1
Lu -1.13 0.68 -0.37 1.576
C 0.61 -0.48 0.82 0.344
O 1.60 -0.99 1.16 -0.099
C 0.68 0.16 -1.89 0.208
O 1.67 -0.11 -2.44 -0.071
C 1.15 1.73 0.04 0.208
O 2.29 1.81 -0.04 -0.057
C -0.67 -1.71 -0.89 0.304
O -0.13 -2.68 -1.20 -0.071
C -2.34 1.72 -2.56 -1.176
H -3.25 1.11 -2.45 0.582
H -2.36 2.74 -2.13 0.597
C -1.39 1.38 -3.47 -0.458
H -0.59 2.08 -3.78 0.374
H -1.46 0.47 -4.09 0.368
C -2.90 -1.89 2.15 -1.122
N -2.17 -1.07 3.12 0.164
C -1.76 -1.80 4.32 -1.090
C -1.75 0.17 2.79 0.571
O -1.93 0.55 1.55 -0.760
N -1.19 1.06 3.63 0.142
C -1.02 0.85 5.07 -0.938
C -0.69 2.34 3.08 -0.683
H -3.49 -2.62 2.72 0.491
H -2.22 -2.42 1.46 0.346
H -3.62 -1.30 1.57 0.321
H -0.67 -1.76 4.54 0.366
H -2.31 -1.45 5.20 0.355
H -2.06 -2.84 4.13 0.413
H -0.19 0.17 5.29 0.362
H -0.82 1.82 5.52 0.327
H -1.93 0.46 5.54 0.328
H 0.07 2.16 2.30 0.128
H -1.47 2.94 2.58 0.321
H -0.27 2.93 3.91 0.328
```

---

2.
Density functional theory data (the ωB97M-V functional and the def2-TZVPD basis) for a molecular structure, C34H56N2O4P3Re.

Results
Strongest force on any atom in eV/A: 7.38
Total charge: +3
DFT total energy in eV: -77307.61612
Spin multiplicity: 4

Geometry as XYZ:
```
100
Properties=species:S:1:pos:R:3:mulliken_spin:R:1
C -1.36 -1.46 -2.00 0.008
C 0.74 -2.27 -1.41 0.060
C -1.43 -2.27 -3.12 0.134
C 0.62 -3.29 -2.41 0.226
C -0.46 -3.28 -3.27 -0.001
H -2.25 -2.11 -3.81 0.000
H 1.44 -4.00 -2.50 0.000
H -0.57 -4.01 -4.07 0.004
N -0.41 -1.61 -1.05 0.092
P -2.40 0.12 -0.03 0.117
P 2.56 -0.53 0.05 0.145
C -2.31 -0.29 -1.84 0.003
H -1.95 0.57 -2.41 0.015
H -3.29 -0.54 -2.25 0.002
C 0.43 1.77 1.33 -0.006
O 0.91 2.74 1.78 0.086
C 1.99 -1.90 -0.89 0.395
H 2.77 -2.65 -1.08 -0.078
C 3.79 0.19 -1.30 0.031
C 3.64 -1.10 1.55 0.030
C -3.22 1.81 -0.04 0.035
C -3.65 -1.26 0.43 -0.009
C 3.71 1.70 -1.11 0.009
H 3.98 2.02 -0.09 0.000
H 4.41 2.18 -1.81 0.002
H 2.71 2.08 -1.33 -0.002
C 5.25 -0.29 -1.19 0.001
H 5.74 -0.06 -0.24 0.000
H 5.34 -1.36 -1.41 0.002
H 5.82 0.24 -1.97 0.002
C 3.37 -0.22 -2.72 0.040
H 3.89 0.43 -3.44 0.001
H 3.61 -1.26 -2.94 -0.002
H 2.29 -0.09 -2.88 -0.028
C 4.43 0.12 2.06 0.001
H 3.75 0.92 2.36 0.000
H 5.02 -0.18 2.94 0.002
H 5.13 0.54 1.32 0.000
C 2.77 -1.59 2.71 0.035
H 2.24 -0.77 3.21 0.000
H 2.03 -2.33 2.40 0.003
H 3.43 -2.06 3.46 -0.001
C 4.50 -2.30 1.15 -0.003
H 5.20 -2.10 0.34 0.000
H 5.10 -2.59 2.03 0.000
H 3.87 -3.15 0.86 0.000
C -4.40 -0.84 1.70 -0.002
H -4.98 -1.70 2.06 0.000
H -3.70 -0.55 2.50 0.004
H -5.12 -0.02 1.52 0.001
C -2.86 -2.54 0.73 0.037
H -2.34 -2.91 -0.16 0.006
H -2.13 -2.41 1.53 -0.026
H -3.58 -3.32 1.03 0.000
C -4.68 -1.61 -0.66 -0.006
H -5.41 -2.31 -0.22 0.001
H -5.25 -0.74 -1.03 0.001
H -4.23 -2.13 -1.52 0.003
C -2.38 2.79 -0.87 0.001
H -2.35 2.52 -1.93 0.002
H -2.83 3.79 -0.78 0.000
H -1.35 2.85 -0.49 -0.005
C -3.23 2.31 1.42 0.017
H -2.21 2.48 1.78 -0.001
H -3.78 3.26 1.45 0.000
H -3.72 1.60 2.10 -0.001
C -4.64 1.75 -0.62 0.001
H -4.65 1.39 -1.65 0.000
H -5.33 1.14 -0.01 0.000
H -5.04 2.77 -0.63 0.001
Re -0.17 0.13 0.57 1.638
N 0.36 0.79 -1.14 -0.143
C 0.68 1.05 -2.25 0.141
C 0.72 1.96 -3.35 0.019
C 0.67 3.35 -3.08 0.027
C 0.83 1.51 -4.69 0.029
C 0.73 4.27 -4.12 -0.009
H 0.59 3.68 -2.04 0.002
C 0.91 2.45 -5.72 -0.005
H 0.84 0.44 -4.89 -0.001
C 0.86 3.83 -5.45 0.035
H 0.67 5.34 -3.89 0.000
H 1.01 2.11 -6.75 0.000
H 0.92 4.55 -6.26 0.000
C -2.35 -0.19 4.88 -0.001
O -1.98 0.11 3.50 0.008
P -0.57 -0.35 2.77 -0.170
O 0.53 0.21 3.86 0.016
C 0.43 1.46 4.59 0.000
O -0.51 -1.98 2.98 0.016
C -0.52 -2.68 4.24 0.011
H -3.25 -0.81 4.86 0.000
H -2.57 0.77 5.37 0.000
H -1.55 -0.70 5.44 0.000
H 1.37 2.00 4.44 0.000
H -0.41 2.08 4.26 0.000
H 0.32 1.21 5.66 0.001
H -0.08 -3.67 4.03 -0.001
H 0.09 -2.18 5.00 0.001
H -1.55 -2.83 4.59 0.003
```

---

3.
Density functional theory data (the ωB97M-V functional and the def2-TZVPD basis) for a molecular structure, C55H49N2P2S2SiV.

Results
Strongest force on any atom in eV/A: 0.58
Total charge: +2
DFT total energy in eV: -134613.75789
Spin multiplicity: 3

Geometry as XYZ:
```
112
Properties=species:S:1:pos:R:3:mulliken_spin:R:1
V -0.70 0.54 -0.28 2.016
C 0.81 0.62 -3.53 -0.004
Si -0.86 1.01 -2.77 -0.104
C -1.22 2.84 -3.08 -0.001
C -1.52 3.40 -4.32 0.010
C -1.68 4.77 -4.48 -0.001
C -1.52 5.63 -3.40 0.001
C -1.21 5.11 -2.16 -0.009
C -1.08 3.73 -2.00 0.014
P -0.62 2.99 -0.44 0.013
C 0.87 3.91 0.07 -0.028
C 1.03 4.43 1.35 -0.011
C 2.21 5.10 1.68 0.003
C 3.21 5.24 0.74 -0.005
C 3.05 4.74 -0.54 0.006
C 1.88 4.07 -0.88 -0.004
C -1.85 3.34 0.84 -0.011
C -1.68 2.68 2.07 0.054
C -2.58 2.87 3.10 0.010
C -3.67 3.71 2.92 -0.001
C -3.85 4.36 1.70 0.003
C -2.95 4.17 0.66 0.014
C -2.15 -0.02 -3.66 -0.018
C -2.39 0.02 -5.04 0.011
C -3.40 -0.74 -5.61 0.000
C -4.20 -1.56 -4.81 0.001
C -3.96 -1.63 -3.45 -0.008
C -2.94 -0.87 -2.89 0.002
P -2.54 -0.99 -1.13 0.100
C -2.28 -2.78 -0.89 -0.018
C -1.56 -3.47 -1.86 -0.007
C -1.27 -4.82 -1.68 0.002
C -1.70 -5.48 -0.54 -0.004
C -2.43 -4.79 0.42 0.001
C -2.71 -3.45 0.25 0.006
C -4.08 -0.58 -0.26 -0.059
C -4.31 0.77 0.03 0.002
C -5.51 1.18 0.58 0.004
C -6.50 0.25 0.85 -0.001
C -6.29 -1.10 0.56 0.000
C -5.09 -1.51 0.00 -0.005
H 0.78 0.78 -4.61 -0.004
H 1.10 -0.41 -3.35 0.003
H 1.60 1.27 -3.12 0.006
H -1.64 2.77 -5.19 0.000
H -1.92 5.17 -5.45 0.000
H -1.63 6.69 -3.53 0.000
H -1.05 5.78 -1.32 0.000
H 0.25 4.33 2.09 0.000
H 2.32 5.51 2.67 0.000
H 4.12 5.77 1.00 0.000
H 3.82 4.87 -1.29 0.000
H 1.75 3.70 -1.89 -0.002
H -0.81 2.04 2.23 -0.004
H -2.44 2.36 4.05 0.000
H -4.37 3.87 3.72 0.000
H -4.70 5.01 1.56 0.000
H -3.12 4.66 -0.29 0.000
H -1.77 0.62 -5.69 0.000
H -3.57 -0.69 -6.68 0.000
H -4.99 -2.14 -5.26 0.000
H -4.57 -2.29 -2.84 0.000
H -1.24 -2.97 -2.76 -0.001
H -0.71 -5.35 -2.44 0.000
H -1.49 -6.53 -0.42 0.000
H -2.78 -5.31 1.30 0.000
H -3.27 -2.93 1.02 0.000
H -3.56 1.52 -0.21 0.016
H -5.67 2.23 0.79 0.000
H -7.44 0.56 1.28 0.000
H -7.06 -1.82 0.76 0.000
H -4.95 -2.55 -0.23 0.000
S -0.33 -1.42 1.18 0.041
C 1.33 -1.62 1.29 -0.004
N 1.91 -2.74 1.64 0.000
C 3.37 -2.81 1.78 0.000
C 3.89 -1.51 2.33 0.001
N 3.42 -0.41 1.48 -0.010
C 4.38 0.72 1.32 0.005
C 5.52 0.32 0.42 -0.001
C 6.79 0.16 0.94 0.000
C 7.84 -0.23 0.12 0.000
C 7.61 -0.46 -1.23 0.000
C 6.34 -0.30 -1.76 0.000
C 5.29 0.09 -0.94 -0.001
C 2.24 -0.45 0.94 -0.010
S 1.65 0.75 -0.10 -0.012
C 1.19 -4.02 1.85 0.003
C 1.26 -4.44 3.29 0.000
C 1.96 -5.58 3.66 0.000
C 2.03 -5.96 5.00 0.000
C 1.40 -5.19 5.96 0.000
C 0.71 -4.04 5.60 0.000
C 0.63 -3.67 4.27 -0.001
H 3.81 -3.05 0.81 0.000
H 3.60 -3.62 2.47 0.000
H 4.98 -1.51 2.30 0.000
H 3.57 -1.34 3.36 0.000
H 4.74 0.95 2.32 0.000
H 3.82 1.58 0.94 -0.002
H 6.98 0.35 1.99 0.000
H 8.84 -0.34 0.52 0.000
H 8.43 -0.75 -1.88 0.000
H 6.16 -0.47 -2.81 0.000
H 4.30 0.23 -1.36 0.002
H 1.67 -4.75 1.20 0.001
H 0.16 -3.88 1.52 -0.001
H 2.44 -6.19 2.90 0.000
H 2.56 -6.86 5.28 0.000
H 1.46 -5.49 7.00 0.000
H 0.21 -3.45 6.36 0.000
H 0.07 -2.79 3.99 0.001
```

---

4.
Density functional theory data (the ωB97M-V functional and the def2-TZVPD basis) for a gas-phase ion, C3HBrNO3 (charge -1).

Results
Strongest force on any atom in eV/A: 1.86
Total charge: -1
DFT total energy in eV: -80797.25030
Spin multiplicity: 3

Geometry as XYZ:
```
9
Properties=species:S:1:pos:R:3:mulliken_spin:R:1
C -1.22 0.49 -0.65 0.826
C 0.03 -1.75 -0.01 0.662
C -0.10 1.15 -0.10 0.112
N 1.00 0.35 0.32 -0.006
O -0.08 -2.95 -0.05 0.164
O 0.18 2.36 -0.14 0.055
O 1.15 -1.08 0.23 0.089
Br -2.88 0.65 0.21 0.096
H 1.91 0.77 0.20 0.002
```

---

- Number 2 is which compound?
  C34H56N2O4P3Re

---

- What is the formula in the fourth record?
  C3HBrNO3